{"formula": "C18H20N2O4", "method": "ωB97M-V with the def2-TZVPD basis set", "smiles": "COc1ccc(C/C(N)=N/OC(=O)COc2ccccc2C)cc1", "spin_multiplicity": 1, "largest_force_ha_per_bohr": 0.0296, "homo_lumo_gap_ev": 8.89, "total_charge": 0, "homo_ev": -8.301, "relative_energy_kj_mol": 280.7, "elements": ["C", "H", "O", "C", "C", "C", "C", "C", "C", "H", "H", "C", "C", "N", "O", "C", "O", "C", "O", "C", "C", "C", "C", "C", "C", "C", "H", "H", "H", "H", "H", "H", "H", "H", "H", "N", "H", "H", "H", "H", "H", "H", "H", "H"], "coordinates": [[7.1297, -2.1300, -0.0853], [6.8660, -1.6002, -1.0063], [6.2527, -3.2023, 0.1638], [4.9334, -2.9353, 0.3546], [4.3584, -1.6688, 0.3158], [2.9985, -1.5212, 0.5252], [2.1856, -2.6155, 0.7796], [2.7654, -3.8791, 0.8127], [4.1193, -4.0405, 0.6065], [4.5758, -5.0170, 0.6371], [2.1541, -4.7476, 1.0156], [0.7013, -2.4326, 0.9595], [0.0550, -2.1858, -0.3767], [-0.6278, -1.1116, -0.4975], [-1.1888, -0.9393, -1.7991], [-1.9994, 0.1207, -1.9486], [-2.4860, 0.3335, -3.0200], [-2.2129, 0.9479, -0.6919], [-3.0838, 1.9993, -0.9965], [-3.4418, 2.8611, 0.0012], [-2.9892, 2.7879, 1.3110], [-3.4188, 3.7181, 2.2459], [-4.2959, 4.7195, 1.8822], [-4.7466, 4.7910, 0.5726], [-4.3342, 3.8768, -0.3788], [-4.8047, 3.9327, -1.7973], [-5.2777, 2.9913, -2.0708], [-5.5094, 4.7473, -1.9424], [-3.9564, 4.0663, -2.4665], [-5.4342, 5.5734, 0.2846], [-4.6306, 5.4427, 2.6105], [-3.0595, 3.6503, 3.2622], [-2.3028, 2.0140, 1.6181], [-2.6199, 0.2842, 0.0853], [-1.2311, 1.3076, -0.3505], [0.2219, -3.1278, -1.3259], [0.9151, -3.8445, -1.2019], [-0.1088, -2.9297, -2.2556], [0.4868, -1.5802, 1.6031], [0.2615, -3.3298, 1.3996], [2.5603, -0.5347, 0.4892], [4.9566, -0.7923, 0.1238], [8.1159, -2.5772, -0.1981], [7.1471, -1.4227, 0.7500]], "atomic_forces_ev_per_a": [[0.15, 0.19, -0.05], [0.00, -0.01, 0.04], [-0.26, -0.22, 0.07], [-0.16, -0.12, 0.03], [0.32, 0.02, -0.06], [-0.11, -0.19, 0.07], [0.01, 0.03, 0.12], [0.06, 0.12, 0.03], [0.25, 0.07, -0.08], [0.06, -0.12, 0.01], [-0.07, -0.09, 0.04], [0.03, 0.11, -0.13], [-0.25, -0.15, -0.31], [-0.37, 1.04, 0.57], [0.79, -1.29, -0.12], [-0.38, 0.57, 0.14], [0.09, -0.03, 0.20], [0.13, -0.09, 0.18], [-0.11, 0.09, -0.14], [-0.08, 0.17, 0.15], [0.14, -0.25, -0.16], [-0.07, 0.11, 0.05], [0.02, 0.04, 0.18], [0.08, -0.11, -0.02], [0.08, -0.15, -0.11], [0.04, -0.05, 0.01], [-0.05, -0.03, -0.12], [-0.04, 0.05, -0.02], [0.00, 0.01, -0.13], [-0.07, 0.06, -0.07], [-0.02, 0.06, 0.06], [0.03, -0.01, 0.07], [0.06, -0.08, -0.01], [0.11, 0.18, -0.07], [-0.22, -0.06, 0.03], [-0.16, -0.11, -0.37], [0.03, 0.10, -0.02], [0.04, -0.06, 0.01], [-0.07, -0.06, -0.03], [-0.03, 0.03, 0.02], [-0.04, 0.14, -0.01], [0.09, 0.06, -0.02], [-0.05, 0.08, 0.00], [-0.01, -0.02, -0.04]], "nbo_charge": [-0.2530, 0.1771, -0.4894, 0.3044, -0.3148, -0.1232, -0.0754, -0.2030, -0.2496, 0.2266, 0.2106, -0.4592, 0.4220, -0.2641, -0.4059, 0.7767, -0.5442, -0.1917, -0.4978, 0.3712, -0.3134, -0.2056, -0.2393, -0.1863, -0.0792, -0.6250, 0.2283, 0.2091, 0.2269, 0.2076, 0.2109, 0.2106, 0.2139, 0.2137, 0.2137, -0.8112, 0.4049, 0.4162, 0.2467, 0.2290, 0.2093, 0.2217, 0.2029, 0.1771]}

{"formula": "C3H5NO2", "method": "ωB97M-V with the def2-TZVPD basis set", "smiles": "N#C[C@H](O)CO", "spin_multiplicity": 1, "largest_force_ha_per_bohr": 0.0174, "homo_lumo_gap_ev": 11.72, "total_charge": 0, "homo_ev": -11.282, "relative_energy_kj_mol": 167.0, "elements": ["O", "C", "C", "O", "C", "N", "H", "H", "H", "H", "H"], "coordinates": [[-1.3637, 0.8808, -0.5856], [-0.2301, 0.8094, 0.2587], [0.2565, -0.6853, 0.4438], [-0.5875, -1.6281, -0.1569], [1.6456, -0.7145, -0.1169], [2.6908, -0.5275, -0.5718], [-1.1106, 1.2775, -1.4278], [0.6005, 1.3642, -0.1804], [-0.4610, 1.2485, 1.2407], [0.3299, -0.9214, 1.5151], [-1.3288, -1.1475, -0.5664]], "atomic_forces_ev_per_a": [[-0.03, -0.06, 0.03], [0.28, -0.04, 0.12], [0.20, 0.21, 0.08], [-0.05, 0.18, -0.09], [0.25, 0.11, -0.36], [-0.72, -0.34, 0.40], [-0.04, -0.15, 0.17], [-0.12, 0.10, 0.16], [-0.12, -0.21, -0.36], [0.06, 0.13, -0.23], [0.29, 0.05, 0.06]], "nbo_charge": [-0.7235, -0.0776, -0.0106, -0.6902, 0.2492, -0.3196, 0.4888, 0.1929, 0.1877, 0.2061, 0.4967]}

{"formula": "CH4NO3", "method": "ωB97M-V with the def2-TZVPD basis set", "spin_multiplicity": 1, "largest_force_ha_per_bohr": 0.0679, "homo_lumo_gap_ev": 5.42, "total_charge": -1, "homo_ev": -1.295, "relative_energy_kj_mol": 549.8, "elements": ["C", "N", "O", "O", "O", "H", "H", "H", "H"], "coordinates": [[1.0649, 0.2281, 0.3654], [-1.3188, -0.8774, -0.1042], [-1.6957, 0.4306, -0.4807], [0.5383, 1.3016, 0.1371], [1.5563, -0.7066, -0.5335], [1.3280, -0.0464, 1.3506], [-1.7813, -0.9941, 0.8967], [-0.8811, 1.1079, -0.1568], [1.1895, -0.4439, -1.4746]], "atomic_forces_ev_per_a": [[-1.32, -1.71, -1.01], [0.06, -0.21, 2.51], [1.23, 2.34, 0.51], [1.10, 0.88, -0.58], [-0.59, 2.06, -2.38], [0.44, -0.60, 1.14], [0.85, 0.18, -1.95], [-2.50, -2.18, -1.10], [0.72, -0.76, 2.86]], "nbo_charge": [0.6059, -0.7323, -0.6972, -0.6795, -0.7201, 0.0960, 0.2128, 0.4285, 0.4858]}

{"formula": "C20H43N2P3PrS", "method": "ωB97M-V with the def2-TZVPD basis set", "spin_multiplicity": 3, "largest_force_ha_per_bohr": 0.0526, "homo_lumo_gap_ev": [5.74, 6.34], "total_charge": 3, "homo_ev": [-15.520, -15.531], "s_squared": 2.014, "relative_energy_kj_mol": 0.0, "elements": ["Pr", "P", "P", "P", "H", "C", "C", "H", "C", "C", "C", "C", "C", "C", "C", "C", "C", "H", "H", "H", "H", "H", "H", "H", "H", "H", "H", "H", "H", "H", "H", "H", "H", "H", "H", "H", "H", "H", "H", "H", "H", "H", "H", "H", "H", "H", "C", "C", "C", "C", "C", "C", "S", "H", "H", "H", "H", "H", "H", "C", "N", "C", "C", "N", "H", "H", "H", "H", "H", "H"], "coordinates": [[-0.5836, 0.7031, 0.6937], [2.2151, -0.4278, 0.2755], [0.6145, 2.4291, -1.2107], [-0.7706, -2.8320, 1.0203], [-5.5338, -0.0597, -3.4496], [-5.6965, -0.5754, -2.4963], [-5.7423, 0.0462, -1.3020], [-5.7762, 1.1419, -1.1989], [2.7124, -1.2785, -1.2749], [3.4847, 0.9160, 0.2676], [3.1385, -1.5282, 1.4469], [-0.8559, 3.3855, -1.7607], [1.8212, 3.7997, -0.9727], [1.2084, 1.6884, -2.7956], [-2.3765, -3.5510, 1.2723], [0.0594, -2.7836, 2.6353], [0.2241, -3.8189, -0.0939], [-5.9992, -1.6244, -2.5862], [-6.0294, -0.5251, -0.4115], [3.7908, -1.4865, -1.2202], [2.5085, -0.6549, -2.1521], [2.1680, -2.2240, -1.3896], [4.4724, 0.4350, 0.2912], [3.3868, 1.5693, 1.1456], [3.4239, 1.5304, -0.6370], [4.2005, -1.4980, 1.1662], [2.8119, -2.5730, 1.3821], [3.0485, -1.1786, 2.4843], [-0.5156, 4.3786, -2.0919], [-1.5610, 3.5090, -0.9254], [-1.3748, 2.8697, -2.5829], [2.3751, 3.9871, -1.9053], [2.5193, 3.5567, -0.1585], [1.2544, 4.7026, -0.7056], [1.0531, 2.4119, -3.6072], [0.6396, 0.7706, -3.0144], [2.2793, 1.4457, -2.7217], [-2.3463, -4.6369, 1.3195], [-3.0340, -3.2372, 0.4582], [-2.7843, -3.1726, 2.2103], [0.0739, -3.8108, 3.0548], [-0.5013, -2.1168, 3.3113], [1.1011, -2.4220, 2.5683], [-0.0623, -4.8762, -0.0129], [1.2932, -3.7500, 0.1480], [0.0818, -3.4973, -1.1327], [-2.9283, -0.0233, -1.6494], [-2.5051, -1.0937, -2.4744], [-2.2640, -0.8782, -3.8281], [-2.6470, 0.3325, -4.4205], [-3.1081, 1.4012, -3.6257], [-3.3376, 1.1838, -2.2739], [-3.2991, -0.2319, 0.0199], [-1.3143, -1.5655, 0.4607], [-2.4246, -2.0794, -2.0149], [-1.8119, -1.6888, -4.4267], [-2.5907, 0.4503, -5.5148], [-3.3302, 2.3744, -4.0765], [-3.9657, 1.8878, -1.7137], [2.0893, 1.0654, 5.9363], [2.4422, 1.2017, 4.5143], [3.7960, 1.7200, 4.1934], [1.5572, 1.0978, 3.5771], [0.7689, 1.0533, 2.6901], [2.9735, 1.3057, 6.5330], [1.7827, 0.0370, 6.1778], [1.2813, 1.7572, 6.2069], [4.3355, 1.0418, 3.5253], [3.7321, 2.7066, 3.7289], [4.3514, 1.8069, 5.1136]], "atomic_forces_ev_per_a": [[-1.63, -0.29, -0.17], [1.52, -0.48, -0.35], [0.47, 1.12, -1.76], [-0.31, -0.60, 0.53], [-0.01, -0.07, 0.49], [-0.88, 0.34, 0.60], [-1.71, -0.57, -0.87], [0.38, -0.64, -0.03], [-0.21, -0.03, -0.14], [-0.20, 0.27, 0.08], [-0.25, -0.04, 0.23], [-0.19, -0.02, -0.04], [0.09, -0.08, 0.67], [-0.13, -0.39, 0.27], [-0.38, -0.11, -0.07], [0.22, 0.51, 0.15], [0.39, -0.01, -0.60], [0.48, 0.26, 0.14], [0.05, 0.29, -0.38], [-0.31, 0.03, -0.09], [0.06, -0.20, 0.18], [0.20, 0.23, -0.04], [-0.27, 0.19, -0.05], [0.03, -0.15, -0.24], [-0.01, -0.14, 0.20], [-0.33, -0.03, 0.05], [0.07, 0.25, 0.06], [0.01, -0.15, -0.20], [-0.21, -0.32, 0.09], [0.02, 0.15, -0.28], [0.23, 0.20, 0.41], [-0.23, -0.12, 0.30], [-0.12, 0.30, -0.37], [0.29, -0.24, 0.01], [0.07, -0.15, 0.24], [0.17, 0.29, -0.08], [-0.37, 0.12, -0.08], [0.14, -0.10, 0.02], [-0.03, -0.04, 0.05], [-0.08, 0.06, -0.02], [-0.15, 0.49, -0.28], [0.14, -0.37, -0.11], [-0.61, -0.20, -0.05], [-0.09, 0.27, 0.06], [-0.33, 0.09, 0.00], [-0.05, -0.15, 0.16], [0.01, 0.37, -1.73], [0.58, 0.80, 0.73], [-0.31, -0.34, -0.41], [0.57, 0.40, -0.11], [-0.13, -0.69, -0.39], [0.59, 0.09, 0.17], [1.92, 0.02, 1.91], [0.46, -0.54, 0.26], [0.29, 0.13, -0.21], [-0.61, 0.51, 0.22], [0.18, -0.02, 0.68], [-0.23, -0.50, 0.09], [0.88, -0.03, -0.07], [-0.66, -0.28, 0.84], [0.03, 0.05, -0.44], [0.13, 0.08, -0.81], [-0.66, 0.33, -0.74], [1.05, -0.19, 1.37], [-0.26, -0.05, -0.22], [0.12, 0.34, -0.18], [0.24, -0.16, -0.09], [-0.16, 0.03, 0.14], [-0.05, -0.07, 0.09], [0.05, -0.02, 0.19]], "nbo_charge": [1.6954, 0.6992, 0.6473, 1.2793, 0.2020, -0.3830, -0.4342, 0.2015, -0.9174, -0.9031, -0.9103, -0.9112, -0.8998, -0.8984, -0.9679, -0.9519, -0.9744, 0.2141, 0.2118, 0.2642, 0.2564, 0.2408, 0.2624, 0.2377, 0.2493, 0.2664, 0.2375, 0.2369, 0.2774, 0.2401, 0.2795, 0.2770, 0.2433, 0.2691, 0.2784, 0.2519, 0.2472, 0.2951, 0.2967, 0.2848, 0.3100, 0.2702, 0.2696, 0.3104, 0.2726, 0.2864, -0.2687, -0.2305, -0.2086, -0.1948, -0.1621, -0.2359, -0.2165, -0.0363, 0.2116, 0.2440, 0.2521, 0.2364, 0.2461, -0.4089, -0.4308, -0.4001, 0.7150, -0.7476, 0.2525, 0.2317, 0.2377, 0.2188, 0.2285, 0.2565]}

{"formula": "C12H18F3N2O3PdS3", "method": "ωB97M-V with the def2-TZVPD basis set", "spin_multiplicity": 1, "largest_force_ha_per_bohr": 0.0077, "homo_lumo_gap_ev": 6.49, "total_charge": -1, "homo_ev": -3.734, "relative_energy_kj_mol": 19.6, "elements": ["Pd", "C", "C", "S", "C", "C", "S", "H", "H", "H", "H", "H", "H", "C", "C", "C", "C", "C", "N", "H", "H", "H", "H", "H", "H", "H", "H", "H", "F", "C", "F", "F", "S", "O", "O", "O", "C", "C", "N", "H", "H", "H"], "coordinates": [[0.1667, 1.1397, -0.1862], [-2.5256, 4.8504, 0.3247], [-1.3940, 3.8582, 0.3423], [-1.7135, 2.3103, -0.4264], [-0.2083, 4.1066, 0.9009], [0.1255, 5.4073, 1.5809], [1.0626, 2.8921, 0.8765], [-3.3986, 4.4308, -0.1758], [-2.2462, 5.7671, -0.2037], [-2.8259, 5.1342, 1.3381], [-0.4788, 5.5573, 2.4812], [-0.0541, 6.2616, 0.9210], [1.1743, 5.4280, 1.8774], [0.5055, -3.2516, -2.8876], [-0.7837, -2.9644, -2.1105], [-2.0112, -3.0666, -3.0219], [-0.9058, -3.9093, -0.9077], [-0.7023, -1.5945, -1.5885], [-0.6035, -0.5692, -1.0988], [0.4651, -4.2756, -3.2650], [1.3716, -3.1412, -2.2374], [0.6101, -2.5717, -3.7341], [-2.0780, -4.0850, -3.4085], [-1.9344, -2.3788, -3.8643], [-2.9260, -2.8418, -2.4732], [-0.9579, -4.9367, -1.2731], [-1.8070, -3.6921, -0.3336], [-0.0401, -3.8003, -0.2527], [4.6973, -2.4730, 0.8238], [4.1712, -1.3426, 0.3301], [4.4828, -1.2891, -0.9723], [4.7743, -0.3161, 0.9379], [2.3491, -1.3094, 0.5905], [1.8766, -2.4562, -0.1520], [2.1954, -1.3624, 2.0205], [2.0134, -0.0231, -0.0192], [-0.1078, 0.4066, 3.4378], [-1.0085, -0.5369, 2.7913], [-1.7032, -1.2784, 2.2576], [-0.3135, 0.4425, 4.5065], [-0.2324, 1.3926, 2.9913], [0.9187, 0.0808, 3.2624]], "atomic_forces_ev_per_a": [[-0.06, -0.12, 0.12], [0.00, 0.01, 0.02], [0.02, -0.01, 0.00], [0.04, 0.02, 0.02], [0.00, -0.03, -0.01], [-0.01, 0.01, -0.01], [0.00, 0.05, -0.05], [0.00, 0.00, 0.00], [0.00, 0.00, 0.00], [0.00, 0.00, -0.01], [0.00, 0.00, 0.00], [0.00, -0.01, 0.01], [0.00, 0.00, 0.00], [0.04, -0.03, -0.06], [-0.03, -0.01, -0.04], [0.00, -0.04, 0.01], [0.01, 0.02, 0.08], [0.02, -0.24, 0.22], [0.02, 0.36, -0.17], [-0.01, 0.00, -0.01], [-0.04, -0.01, -0.03], [-0.01, 0.00, -0.02], [-0.01, 0.01, 0.00], [0.00, 0.00, -0.01], [0.00, 0.00, 0.00], [0.00, -0.02, -0.02], [0.01, 0.00, 0.01], [-0.09, -0.01, -0.07], [-0.04, -0.03, 0.01], [0.10, 0.02, -0.01], [-0.05, 0.00, 0.00], [-0.05, 0.00, 0.00], [-0.17, -0.04, 0.08], [0.15, 0.03, 0.10], [0.08, -0.05, -0.03], [0.15, 0.18, -0.06], [0.06, -0.02, 0.00], [0.06, 0.03, -0.11], [-0.12, -0.13, 0.03], [0.00, 0.02, 0.02], [0.00, 0.01, 0.00], [-0.06, 0.02, 0.02]], "nbo_charge": [0.5678, -0.6364, -0.2200, -0.1369, -0.2158, -0.6368, -0.1671, 0.2175, 0.2033, 0.2039, 0.2025, 0.2032, 0.2185, -0.5975, -0.1610, -0.5843, -0.5974, 0.4484, -0.4069, 0.2004, 0.2646, 0.2079, 0.2066, 0.2138, 0.2194, 0.1978, 0.2231, 0.2623, -0.3275, 0.6893, -0.3258, -0.3198, 2.3741, -1.0011, -0.9711, -1.0046, -0.7505, 0.3282, -0.3896, 0.2290, 0.2777, 0.2906]}